Formula: C17H13N3O6S
Source: OMol25
Level of theory: the ωB97M-V functional and the def2-TZVPD basis

For the frontier orbital gap, the calculation gives 8.63 eV. The calculated total energy comes out at -1669.4912 Ha. The SMILES is O=C(CSc1nnc(-c2ccco2)o1)NC(=O)[C@@H]1COc2ccccc2O1. For the HOMO energy, the calculation gives -8.1963 eV. The calculation puts the largest force on an atom at 1.9 eV/A. As for the energy above the lowest of the compared OMol25 structures with the same formula, charge and spin: 0.0 kJ/mol.

Geometry as ORCA input:
```
! RIJCOSX wB97M-V def2-TZVPD def2/J DEFGRID3
* xyz 0 1
O 1.99 3.59 0.31
C 1.20 2.69 0.22
C -0.17 2.72 0.85
S -1.46 2.76 -0.45
C -2.55 1.63 0.27
N -2.52 1.15 1.48
N -3.56 0.32 1.59
C -4.19 0.33 0.45
C -5.37 -0.39 0.08
C -6.06 -0.39 -1.11
C -7.14 -1.27 -0.93
C -7.03 -1.74 0.35
O -5.97 -1.21 0.96
O -3.59 1.17 -0.44
N 1.55 1.55 -0.49
C 0.89 0.37 -0.68
O -0.22 0.12 -0.29
C 1.70 -0.66 -1.48
C 1.65 -2.02 -0.76
O 2.28 -1.94 0.49
C 3.49 -1.30 0.46
C 4.36 -1.45 1.54
C 5.59 -0.83 1.53
C 5.98 -0.07 0.44
C 5.13 0.11 -0.63
C 3.88 -0.50 -0.62
O 3.04 -0.27 -1.70
H -0.37 1.82 1.44
H -0.26 3.62 1.46
H -5.82 0.17 -1.99
H -7.90 -1.53 -1.64
H -7.63 -2.43 0.91
H 2.47 1.61 -0.92
H 1.24 -0.75 -2.47
H 2.13 -2.78 -1.38
H 0.61 -2.30 -0.56
H 4.03 -2.06 2.37
H 6.26 -0.95 2.37
H 6.95 0.41 0.43
H 5.40 0.71 -1.48
*
```

Formula: CH4N2OS
Source: OMol25
Level of theory: the ωB97M-V functional and the def2-TZVPD basis

For the frontier orbital gap, the calculation gives 8.78 eV. The calculated total energy comes out at -623.3273 Ha. The SMILES is NC#S(N)=O. For the HOMO energy, the calculation gives -8.6453 eV. The calculation puts the largest force on an atom at 5.3 eV/A. As for the energy above the lowest of the compared OMol25 structures with the same formula, charge and spin: 346.2 kJ/mol.

Geometry as ORCA input:
```
! RIJCOSX wB97M-V def2-TZVPD def2/J DEFGRID3
* xyz 0 1
N 1.56 -0.80 -0.06
C 0.78 -0.32 0.86
S -1.00 -0.44 0.35
N -1.57 1.25 -0.02
O -0.78 -1.09 -0.97
H 1.16 -1.20 -0.92
H 2.57 -0.79 0.00
H -0.67 1.78 0.01
H -2.03 1.59 0.74
*
```

Formula: C17H35Cl3OPdSi2
Source: OMol25
Level of theory: the ωB97M-V functional and the def2-TZVPD basis

For the frontier orbital gap (spin up / spin down), the calculation gives 5.97 / 5.56 eV. The calculated total energy comes out at -2831.3568 Ha. For the HOMO energy (spin up / spin down), the calculation gives -1.1683 / -1.6076 eV. The calculation puts the largest force on an atom at 7.4 eV/A.

Geometry as ORCA input:
```
! RIJCOSX wB97M-V def2-TZVPD def2/J DEFGRID3
* xyz -2 5
C -1.05 1.13 -3.27
C -1.23 -0.28 -3.59
C 0.06 -0.92 -3.42
C -2.50 -0.94 -3.88
C 1.01 0.10 -3.04
C 0.32 1.34 -2.93
C 0.93 2.64 -2.56
C -2.14 2.13 -3.22
C 0.35 -2.35 -3.56
C 2.46 -0.14 -2.77
Pd -0.56 -0.08 -1.65
Cl -1.89 -3.42 -1.68
Cl -2.71 0.72 -0.18
Cl 0.86 -2.10 0.08
H -3.34 -0.26 -3.77
H -2.65 -1.78 -3.18
H -2.52 -1.37 -4.88
H -0.44 -2.91 -3.02
H 1.28 -2.62 -3.06
H 0.35 -2.70 -4.60
H 2.59 -1.07 -2.19
H 2.88 0.73 -2.25
H 3.02 -0.25 -3.72
H 1.85 2.50 -2.01
H 0.21 3.25 -2.00
H 1.19 3.21 -3.46
H -2.98 1.77 -2.61
H -2.50 2.37 -4.23
H -1.79 3.05 -2.74
O 0.99 1.53 0.67
H 1.37 2.38 0.36
C 2.24 1.10 3.25
Si 0.67 1.59 2.32
C -0.84 1.64 3.62
C 0.49 3.50 2.40
C -0.33 -0.07 2.16
Si 0.11 -1.93 2.12
C -0.36 -1.99 4.06
C -1.44 -3.01 1.79
C 1.81 -2.59 2.77
H 2.57 1.93 3.89
H 3.05 0.88 2.54
H 2.10 0.22 3.89
H -0.72 2.51 4.30
H -1.80 1.79 3.10
H -0.93 0.76 4.27
H 1.33 4.01 1.92
H -0.42 3.82 1.88
H 0.43 3.86 3.45
H -1.23 0.15 1.52
H -1.40 -1.66 4.21
H -0.24 -3.02 4.43
H 0.32 -1.33 4.62
H -1.52 -3.40 0.76
H -1.50 -3.86 2.49
H -2.34 -2.38 1.92
H 2.34 -3.23 2.05
H 2.47 -1.74 2.98
H 1.73 -3.19 3.70
*
```